Entry 1:
The following is a DFT calculation (ωB97M-V with the def2-TZVPD basis set) of a molecular structure, C28H35F3N4P2Pd.

The geometry in ORCA input format:
```
! RIJCOSX wB97M-V def2-TZVPD def2/J DEFGRID3
* xyz 2 5
Pd -0.026 -0.310 5.505
C -1.113 1.787 5.164
C -1.437 0.799 4.238
C -0.913 0.741 2.822
C 0.374 -0.089 2.629
C 1.354 0.008 3.763
C 1.658 1.155 4.481
C 1.137 2.515 4.190
C -0.145 2.898 4.970
C 1.484 -1.105 6.558
H -1.755 1.903 6.038
H -2.369 0.249 4.412
H -0.775 1.756 2.433
H -1.699 0.283 2.204
H 0.094 -1.150 2.550
H 0.841 0.189 1.675
H 2.034 -0.840 3.875
H 2.460 1.096 5.220
H 0.957 2.635 3.116
H 1.907 3.248 4.466
H 0.139 3.266 5.968
H -0.608 3.757 4.457
H 1.347 -0.833 7.619
H 2.442 -0.727 6.165
H 1.397 -2.200 6.439
P 1.361 -1.144 -2.718
P -1.605 -0.613 -2.336
N 2.812 -0.180 -2.641
N 2.118 -2.399 -3.762
N -1.869 1.118 -2.128
N -3.276 -0.971 -2.750
C 0.532 -0.190 -4.082
C -0.969 -0.508 -4.083
C 3.169 0.475 -1.452
C 4.194 1.365 -1.735
C 4.480 1.264 -3.140
C 3.615 0.318 -3.673
C 2.306 -3.703 -3.282
C 2.751 -4.510 -4.323
C 2.846 -3.689 -5.491
C 2.469 -2.403 -5.115
C -1.730 1.723 -0.871
C -1.860 3.100 -1.022
C -2.076 3.359 -2.414
C -2.088 2.132 -3.063
C -4.203 -0.276 -3.539
C -5.278 -1.116 -3.805
C -5.000 -2.382 -3.181
C -3.769 -2.273 -2.550
H 0.973 -0.453 -5.051
H 0.704 0.886 -3.922
H -1.516 0.244 -4.664
H -1.159 -1.484 -4.556
H 2.654 0.222 -0.539
H 4.668 2.024 -1.025
H 5.222 1.831 -3.685
H 3.517 -0.052 -4.684
H 2.116 -3.915 -2.239
H 2.992 -5.566 -4.252
H 3.157 -4.002 -6.485
H 2.449 -1.499 -5.710
H -1.579 1.105 0.001
H -1.815 3.830 -0.228
H -2.216 4.325 -2.880
H -2.263 1.915 -4.108
H -4.035 0.751 -3.825
H -6.159 -0.866 -4.382
H -5.621 -3.265 -3.207
H -3.189 -2.975 -1.976
F -2.715 -0.279 6.823
C -1.416 -0.603 7.102
F -1.049 0.193 8.163
F -1.432 -1.893 7.527
*
```

Results
E_tot, hartree: -2416.2854
ΔE to the lowest compared entry with this formula, charge and spin, kcal per mole: 5.3
HOMO-LUMO gap (spin up / spin down), Eh: 0.235 / 0.114
Expectation value of S²: 6.023
LUMO level (spin up / spin down), eV: -5.6 / -9.1

Entry 2:
The following is a DFT calculation (ωB97M-V with the def2-TZVPD basis set) of 6 unconnected molecules or ions with the total composition C28H35F5NO24S5.

The geometry in ORCA input format:
```
! RIJCOSX wB97M-V def2-TZVPD def2/J DEFGRID3
* xyz 1 1
O -2.976 6.779 0.276
C -2.652 5.576 0.268
O -1.347 5.142 -0.190
C -3.637 4.360 0.709
C -5.053 4.926 1.203
C -6.130 3.800 1.628
C -5.557 2.351 1.286
C -5.814 1.699 -0.100
N -5.247 0.404 -0.385
C -4.430 -0.340 0.565
C -4.135 0.222 1.997
C -3.225 -0.602 3.016
F -3.648 -0.549 4.364
F -3.279 -1.982 2.570
C -1.689 -0.140 2.813
C -1.175 1.291 3.225
C 0.331 1.721 3.067
C 1.398 0.753 2.494
C 0.896 -0.657 2.035
C 2.027 -1.620 1.417
F 2.408 -1.246 0.092
F 1.667 -3.000 1.504
F 3.169 -1.466 2.276
C -0.599 -1.081 2.192
C -4.717 1.607 2.380
C -4.546 2.347 3.774
O -5.070 1.884 4.827
O -3.848 3.592 3.937
H -0.876 4.763 0.585
H -3.064 3.823 1.561
H -3.703 3.691 -0.234
H -4.867 5.575 2.143
H -5.436 5.629 0.380
H -6.515 3.888 2.700
H -7.050 3.953 0.941
H -6.436 2.306 -0.855
H -5.435 0.000 -1.315
H -4.017 -1.348 0.199
H -1.870 2.082 3.657
H 0.633 2.771 3.422
H 2.503 1.059 2.412
H -0.915 -2.128 1.856
H -3.989 3.871 4.882
C 6.953 0.585 1.380
C 5.593 0.945 1.955
O 5.350 2.285 1.523
S 6.046 2.507 0.072
O 5.043 2.332 -0.938
O 6.881 3.666 0.144
O 6.988 1.186 0.084
H 7.760 1.017 1.977
H 7.096 -0.494 1.304
H 5.570 0.881 3.043
H 4.807 0.309 1.537
C 0.024 0.171 -1.096
C 0.252 0.029 -2.592
O -0.912 -0.644 -3.080
S -2.189 -0.210 -2.183
O -2.890 0.835 -2.869
O -2.838 -1.400 -1.710
O -1.370 0.455 -0.952
H 0.237 -0.764 -0.574
H 0.623 0.973 -0.662
H 1.151 -0.541 -2.823
H 0.306 1.006 -3.079
C 6.770 -4.904 -1.001
C 5.913 -3.679 -0.726
O 6.233 -3.296 0.613
S 7.787 -3.664 0.911
O 8.573 -2.480 0.717
O 7.844 -4.448 2.108
O 8.020 -4.642 -0.361
H 6.336 -5.799 -0.546
H 6.915 -5.072 -2.065
H 4.847 -3.887 -0.823
H 6.183 -2.852 -1.388
C -11.286 -0.448 -0.454
C -10.749 -0.011 0.900
O -9.331 0.056 0.731
S -9.002 0.493 -0.795
O -8.756 1.907 -0.815
O -8.088 -0.461 -1.352
O -10.473 0.227 -1.417
H -11.163 -1.525 -0.599
H -12.335 -0.183 -0.588
H -11.010 -0.709 1.696
H -11.107 0.989 1.162
C 9.532 -3.623 -6.067
C 9.188 -5.104 -6.114
O 8.292 -5.310 -5.021
S 7.412 -3.967 -4.797
O 6.151 -4.140 -5.454
O 7.524 -3.577 -3.422
O 8.318 -2.966 -5.695
H 10.281 -3.415 -5.298
H 9.887 -3.250 -7.028
H 10.069 -5.738 -6.016
H 8.659 -5.357 -7.038
*
```

Results
E_tot, hartree: -5438.0917
HOMO-LUMO gap, Eh: 0.274
LUMO level, eV: -4.9

Entry 3:
The following is a DFT calculation (ωB97M-V with the def2-TZVPD basis set) of a molecular structure, C28H35FIrN4O6S3SiTe.

The geometry in ORCA input format:
```
! RIJCOSX wB97M-V def2-TZVPD def2/J DEFGRID3
* xyz 0 2
Ir 1.750 0.948 -2.108
F -0.059 0.162 4.325
C -0.572 -0.572 3.278
C -0.352 -0.086 2.012
C -0.795 -0.788 0.868
C -0.479 -0.352 -0.453
O 0.222 0.742 -0.656
C -1.046 -1.132 -1.510
C -1.846 -2.196 -1.248
N -2.106 -2.643 0.022
C -2.928 -3.793 0.220
C -2.306 -5.063 0.740
C -2.769 -4.982 -0.679
C -1.583 -1.952 1.100
C -1.830 -2.382 2.390
C -1.282 -1.735 3.523
N -1.526 -2.342 4.789
C -1.366 -1.593 6.000
C 0.078 -1.606 6.539
N 0.511 -3.024 6.697
C 0.400 -3.759 5.406
C -1.068 -3.698 4.945
C -0.797 -0.843 -2.982
O -1.740 -0.968 -3.756
O 0.393 -0.549 -3.299
H 0.228 0.816 1.899
H -2.307 -2.736 -2.058
H -3.934 -3.549 0.559
H -2.869 -5.670 1.433
H -1.242 -5.052 0.922
H -3.661 -5.520 -0.962
H -2.020 -4.941 -1.453
H -2.471 -3.227 2.568
H -2.025 -2.033 6.762
H -1.678 -0.562 5.838
H 0.133 -1.097 7.502
H 0.752 -1.117 5.837
H -0.110 -3.477 7.379
H 1.470 -3.065 7.056
H 0.730 -4.790 5.542
H 1.034 -3.262 4.670
H -1.702 -4.209 5.682
H -1.161 -4.219 3.993
C 0.295 5.194 0.829
Te 0.907 3.060 0.799
C 2.366 3.671 2.262
H 0.087 5.501 1.849
H -0.604 5.335 0.241
H 1.075 5.839 0.431
H 3.014 4.420 1.815
H 2.946 2.794 2.521
H 1.873 4.074 3.144
O 4.625 1.200 0.941
S 3.371 1.172 0.240
O 3.305 0.124 -0.792
O 2.237 1.071 1.166
S 3.187 2.927 -0.776
S 4.565 0.595 -5.781
C 3.698 0.855 -4.486
N 3.071 1.110 -3.522
C -1.486 2.555 -2.714
Si 0.355 2.564 -3.304
C 1.020 4.339 -2.965
C 0.474 2.220 -5.189
C 1.339 2.974 -5.981
C 1.398 2.780 -7.349
C 0.600 1.819 -7.949
C -0.246 1.046 -7.172
C -0.306 1.242 -5.803
H -2.049 3.361 -3.181
H -1.528 2.688 -1.633
H -1.983 1.620 -2.960
H 0.512 5.061 -3.594
H 2.084 4.412 -3.158
H 0.865 4.620 -1.928
H 1.969 3.720 -5.524
H 2.065 3.384 -7.948
H 0.642 1.671 -9.019
H -0.864 0.287 -7.632
H -0.951 0.611 -5.212
*
```

Results
E_tot, hartree: -3714.5727
ΔE to the lowest compared entry with this formula, charge and spin, kcal per mole: 3.7
HOMO-LUMO gap (spin up / spin down), Eh: 0.143 / 0.143
Expectation value of S²: 0.756
LUMO level (spin up / spin down), eV: -2.0 / -2.0

Entry 4:
The following is a DFT calculation (ωB97M-V with the def2-TZVPD basis set) of a molecular structure, C28H35FN6O11P2RhS2.

The geometry in ORCA input format:
```
! RIJCOSX wB97M-V def2-TZVPD def2/J DEFGRID3
* xyz 1 5
Rh 1.491 2.474 -1.125
N 5.630 4.583 -1.864
C 4.931 4.279 -0.553
C 5.700 4.898 0.599
P 4.979 2.415 -0.533
O 4.820 2.005 1.012
O 6.349 2.112 -1.035
O 3.772 1.919 -1.263
P 3.203 4.840 -0.791
O 3.320 6.388 -0.382
O 2.346 4.085 0.195
O 2.960 4.655 -2.254
H 6.368 3.866 -1.987
H 6.018 5.524 -1.871
H 4.886 4.517 -2.589
H 6.692 4.452 0.698
H 5.148 4.732 1.523
H 5.798 5.978 0.469
H 5.679 1.857 1.429
H 2.454 6.809 -0.278
C -4.788 0.741 1.722
C -4.985 0.966 0.231
N -3.722 0.968 -0.505
C -3.091 2.150 -0.709
C -1.868 2.315 -1.279
C -1.339 3.751 -1.331
O -2.159 4.647 -1.186
O -0.080 3.873 -1.456
C -1.186 1.166 -1.786
O -0.076 1.156 -2.347
C -1.874 -0.119 -1.567
C -1.231 -1.290 -1.972
C -1.789 -2.506 -1.700
F -1.172 -3.629 -2.135
C -2.985 -2.622 -0.983
C -3.633 -1.464 -0.592
C -3.101 -0.201 -0.894
N -3.553 -3.873 -0.615
C -4.836 -4.250 -1.181
C -5.668 -4.885 -0.056
N -4.700 -5.429 0.968
C -3.543 -6.109 0.299
C -2.702 -5.032 -0.409
H -5.749 0.750 2.237
H -4.168 1.530 2.147
H -4.296 -0.211 1.925
H -5.455 1.932 0.050
H -5.644 0.219 -0.213
H -3.613 3.042 -0.385
H -0.298 -1.212 -2.515
H -4.535 -1.555 -0.005
H -4.717 -4.951 -2.017
H -5.350 -3.373 -1.567
H -6.287 -5.715 -0.391
H -6.289 -4.157 0.463
H -5.173 -6.053 1.618
H -4.334 -4.633 1.494
H -3.978 -6.825 -0.397
H -2.977 -6.652 1.052
H -2.310 -5.464 -1.335
H -1.854 -4.740 0.210
O 1.725 -1.941 2.606
C 1.289 -0.902 3.345
C 1.125 -1.131 4.713
C 0.673 -0.126 5.541
C 0.367 1.137 5.033
C 0.520 1.367 3.686
C 0.980 0.363 2.821
C 1.093 0.718 1.402
O 0.625 1.743 0.925
N 1.751 -0.233 0.594
N 1.871 0.187 -0.637
C 2.498 -0.648 -1.453
S 2.552 -0.271 -3.121
C 3.938 -1.400 -3.440
C 3.732 -2.632 -2.580
S 3.296 -2.072 -0.906
H 1.885 -1.622 1.697
H 1.374 -2.110 5.099
H 0.566 -0.321 6.600
H 0.026 1.925 5.688
H 0.302 2.336 3.256
H 4.862 -0.882 -3.179
H 3.948 -1.642 -4.501
H 4.642 -3.226 -2.507
H 2.925 -3.256 -2.966
*
```

Results
E_tot, hartree: -3933.6280
ΔE to the lowest compared entry with this formula, charge and spin, kcal per mole: 0.0
HOMO-LUMO gap (spin up / spin down), Eh: 0.234 / 0.220
Expectation value of S²: 6.017
LUMO level (spin up / spin down), eV: -3.2 / -4.0

Entry 5:
The following is a DFT calculation (ωB97M-V with the def2-TZVPD basis set) of a molecular structure, C28H35N3O4OsP2.

The geometry in ORCA input format:
```
! RIJCOSX wB97M-V def2-TZVPD def2/J DEFGRID3
* xyz 2 5
C -0.985 3.081 -3.455
C -0.798 1.721 -3.227
C 0.493 1.154 -3.437
C 1.575 1.973 -3.908
C 1.316 3.345 -4.178
C 0.067 3.887 -3.933
C 2.832 1.373 -4.007
C 3.011 -0.001 -3.840
C 1.883 -0.752 -3.369
C 1.997 -2.155 -3.144
C 3.229 -2.773 -3.331
C 4.341 -2.044 -3.798
C 4.233 -0.691 -4.071
H -1.958 3.526 -3.235
H 2.136 3.941 -4.578
H -0.115 4.949 -4.099
H 3.683 1.983 -4.319
H 3.327 -3.835 -3.098
H 5.289 -2.561 -3.945
H 5.069 -0.116 -4.470
N 0.739 -0.112 -3.005
Os 0.398 -0.365 -0.028
C -1.845 0.823 -2.623
H -1.768 -0.195 -3.026
H -2.855 1.223 -2.779
C 0.770 -2.850 -2.632
H -0.124 -2.455 -3.133
H 0.846 -3.936 -2.773
P -1.541 0.648 -0.785
P 0.484 -2.493 -0.810
C 1.816 -3.498 -0.071
H 1.660 -3.508 1.014
H 1.786 -4.525 -0.458
H 2.790 -3.052 -0.299
C -1.032 -3.485 -0.598
H -0.868 -4.500 -0.981
H -1.265 -3.529 0.471
H -1.859 -3.021 -1.145
C -1.758 2.373 -0.223
H -2.713 2.791 -0.568
H -1.692 2.385 0.872
H -0.929 2.972 -0.617
C -3.035 -0.235 -0.226
H -3.002 -0.343 0.866
H -3.935 0.327 -0.511
H -3.063 -1.233 -0.679
C 2.094 -0.435 0.781
O 3.138 -0.492 1.300
H 1.366 0.532 -1.116
C -3.423 1.378 3.680
C -2.128 1.670 4.416
C -1.028 0.594 4.249
C 0.187 0.896 5.171
C 0.828 2.255 4.968
C -1.581 -0.761 4.688
O -2.325 -0.947 5.635
N -1.099 -1.839 3.965
C -0.509 -1.861 2.695
O -0.150 -2.955 2.262
N -0.415 -0.634 2.050
C -0.543 0.524 2.771
O -0.224 1.598 2.218
H -3.273 1.362 2.595
H -4.147 2.167 3.914
H -3.846 0.420 4.004
H -1.710 2.632 4.098
H -2.325 1.750 5.495
H -0.159 0.810 6.213
H 0.934 0.102 5.019
H 0.140 3.067 5.223
H 1.704 2.336 5.617
H 1.145 2.368 3.927
H -1.281 -2.751 4.349
*
```

Results
E_tot, hartree: -2326.0347
HOMO-LUMO gap (spin up / spin down), Eh: 0.212 / 0.164
Expectation value of S²: 6.052
LUMO level (spin up / spin down), eV: -7.7 / -10.0

Entry 6:
The following is a DFT calculation (ωB97M-V with the def2-TZVPD basis set) of a molecular structure, C28H35N5P2SeZr.

The geometry in ORCA input format:
```
! RIJCOSX wB97M-V def2-TZVPD def2/J DEFGRID3
* xyz 2 1
Zr -1.655 0.933 1.593
C -0.376 -4.547 -1.318
C 0.803 -3.938 -1.114
C 1.714 -3.512 -2.212
C 1.012 -2.791 -3.391
C -0.163 -1.913 -3.013
C -1.418 -2.369 -2.989
C -1.768 -3.788 -3.360
C -0.903 -4.889 -2.673
C -2.665 2.959 1.961
H -0.965 -4.945 -0.492
H 1.215 -3.830 -0.118
H 2.260 -4.365 -2.656
H 2.481 -2.855 -1.774
H 1.777 -2.190 -3.914
H 0.688 -3.562 -4.107
H 0.071 -0.851 -2.912
H -2.273 -1.712 -2.815
H -1.671 -3.986 -4.446
H -2.828 -3.956 -3.109
H -1.531 -5.791 -2.594
H -0.076 -5.146 -3.352
H -3.226 2.735 2.899
H -3.394 3.291 1.210
H -2.008 3.822 2.185
P -0.210 2.028 -0.109
P 1.263 0.784 2.020
N -1.532 1.824 -1.299
N 0.374 3.636 -0.533
N 0.142 -0.761 2.120
N 2.351 0.116 3.278
C 1.098 0.925 -0.774
C 2.074 0.510 0.363
C -2.798 1.404 -0.854
C -3.699 1.609 -1.879
C -2.990 2.153 -2.979
C -1.670 2.319 -2.588
C -0.392 4.812 -0.430
C 0.402 5.885 -0.811
C 1.689 5.365 -1.174
C 1.647 3.991 -0.999
C -1.159 -0.910 2.744
C -1.847 -1.919 2.041
C -0.877 -2.603 1.280
C 0.300 -1.867 1.317
C 3.004 -1.118 3.388
C 3.907 -1.076 4.451
C 3.759 0.208 5.077
C 2.777 0.894 4.371
H 1.634 1.431 -1.598
H 0.619 0.015 -1.186
H 2.402 -0.538 0.285
H 2.998 1.117 0.309
H -3.068 1.139 0.207
H -4.762 1.428 -1.833
H -3.413 2.424 -3.937
H -0.839 2.767 -3.105
H -1.416 4.765 -0.083
H 0.092 6.916 -0.886
H 2.530 5.921 -1.567
H 2.395 3.225 -1.155
H -1.373 -0.475 3.715
H -2.906 -2.138 2.071
H -0.969 -3.576 0.820
H 1.280 -2.101 0.924
H 2.741 -1.937 2.741
H 4.578 -1.863 4.774
H 4.316 0.573 5.932
H 2.302 1.846 4.567
Se -0.130 3.788 5.482
C -0.709 2.507 4.446
N -1.019 1.755 3.566
*
```

Results
E_tot, hartree: -4492.1188
ΔE to the lowest compared entry with this formula, charge and spin, kcal per mole: 0.0
HOMO-LUMO gap (spin up / spin down), Eh: 0.179 / 0.179
LUMO level (spin up / spin down), eV: -8.7 / -8.7